61
Properties=species:S:1:pos:R:3 method="wB97M-V/def2-TZVPD" charge=+1 orbital_gap_ev="5.06 / 5.06" multiplicity=5 s_squared=6.004 e_tot_ha=-8118.14971
Ho 1.12475 -1.42737 -2.77163
O 2.83228 -0.51825 -1.88813
N 3.73855 0.28221 -2.55599
C 5.01696 0.38156 -2.10809
C 5.97787 1.00356 -2.94070
C 5.52892 1.67936 -4.05905
C 4.18561 1.76282 -4.40914
C 3.24735 1.02740 -3.64707
S 1.54541 0.94750 -4.06246
H 5.32006 -0.13604 -1.19921
H 7.01171 0.75876 -2.76282
H 6.19392 2.35986 -4.58819
H 3.92096 2.30872 -5.37683
C -3.32011 2.64928 -1.50138
C -2.09179 1.77735 -1.93183
Ge -1.58612 0.14519 -0.94742
C -2.13249 -1.45418 -2.03738
C -2.60219 -2.66434 -1.23130
C -2.74916 0.44257 0.68443
C -1.96064 0.54065 1.84050
Ge -0.14033 0.31627 1.07970
C 0.75476 -1.17749 1.99094
C -0.23610 -2.27033 2.35298
C 1.16307 1.80084 1.41917
C 2.59532 1.39507 1.24721
C -2.32821 0.56780 3.24690
C -1.34820 0.75887 4.26617
C -1.62816 0.37486 5.59355
C -2.90199 0.13317 6.07819
C -3.95411 0.17825 5.08512
C -3.67554 0.39442 3.71878
H -3.45377 3.47538 -2.17692
H -3.20613 3.08254 -0.51031
H -4.29831 2.10025 -1.55290
H -1.15814 2.36415 -2.09050
H -2.33091 1.34036 -2.94624
H -1.27031 -1.74971 -2.75432
H -2.91445 -1.16626 -2.77727
H -2.01627 -2.94299 -0.32675
H -2.72243 -3.55814 -1.91170
H -3.63647 -2.41969 -1.02327
H -3.69827 0.94299 0.55423
H 1.36663 -0.93271 2.84815
H 1.40547 -1.61962 1.24771
H -1.15597 -1.87979 2.82275
H 0.19731 -3.03007 3.02033
H -0.61569 -2.79585 1.46316
H 0.81807 2.14769 2.43668
H 0.82623 2.59921 0.73449
H 2.67437 0.46001 0.63172
H 3.04454 1.13760 2.20274
H 3.23673 2.05563 0.68986
H -0.35807 1.16655 3.99726
H -0.77918 0.26782 6.26209
H -3.14689 -0.08332 7.10786
H -4.98987 0.12292 5.43961
H -4.48071 0.43717 2.97142
Cl 0.78111 -3.22757 -1.22408
Si 0.56664 -4.27832 -4.71141
Cl 2.00264 -2.65504 -5.12793
Cl 1.80974 -5.69954 -3.88148



86
Properties=species:S:1:pos:R:3 method="wB97M-V/def2-TZVPD" charge=+1 orbital_gap_ev="6.33 / 6.30" relative_energy_kj_mol=85.1 multiplicity=3 s_squared=2.022 e_tot_ha=-2720.41128
W -15.03634 16.68537 10.12284
C -15.07796 19.70320 9.26261
N -16.02565 18.50916 9.13938
C -17.20248 18.89938 10.10384
C -18.41439 17.94220 10.01499
C -18.24590 16.51218 10.48042
N -16.92172 16.43932 11.18891
C -16.98504 16.10931 12.43242
C -15.79238 16.20004 13.24933
C -15.83342 15.61285 14.55706
C -14.74523 15.59532 15.40467
C -13.57870 16.18731 15.00731
C -13.56530 16.88698 13.77782
C -14.66842 16.89091 12.95127
O -14.53137 17.51882 11.77732
C -16.48229 18.56428 7.77924
C -16.86220 17.20878 7.08610
C -15.69602 16.19343 6.93808
N -15.64365 15.47206 8.24522
C -15.68204 14.20509 8.12794
C -15.61044 13.38002 9.31460
C -16.30728 12.16436 9.33092
C -16.23568 11.36455 10.44221
C -15.45776 11.75571 11.57276
C -14.79934 12.96089 11.60187
C -14.87917 13.80001 10.45213
O -14.21509 14.95493 10.55508
H -15.61520 20.56813 8.96956
H -14.25613 19.55039 8.55832
H -14.62640 19.76321 10.27140
H -17.61772 19.87913 9.76493
H -16.76479 18.94286 11.08382
H -18.78529 17.89625 8.98014
H -19.18899 18.47974 10.63166
H -18.27773 15.76458 9.67862
H -19.04558 16.21510 11.22392
H -17.96793 15.93849 12.88756
H -16.76029 15.11426 14.83030
H -14.83114 15.11563 16.38315
H -12.65950 16.05584 15.52102
H -12.66569 17.45478 13.46298
H -15.71950 18.96971 7.16244
H -17.29566 19.32631 7.63611
H -17.19198 17.44531 6.06564
H -17.60498 16.61700 7.57082
H -14.77033 16.75496 6.77133
H -15.86820 15.55817 6.13977
H -15.82057 13.72024 7.11294
H -16.80382 11.88200 8.44283
H -16.70548 10.40829 10.44108
H -15.38068 11.06233 12.44889
H -14.27454 13.25268 12.47018
C -9.06907 12.48132 8.77696
N -9.61821 13.67360 9.41730
C -8.97138 14.94857 9.50614
C -9.85661 15.62881 10.58366
N -11.06703 14.87864 10.47632
C -10.86196 13.64764 9.94622
S -11.93013 12.40541 10.07373
H -8.05390 12.73591 8.53615
H -9.50352 12.22523 7.81317
H -9.18414 11.66404 9.53055
H -9.02462 15.58246 8.58304
H -7.93778 14.97041 9.82720
H -9.97381 16.67755 10.36539
H -9.40362 15.42114 11.52497
H -11.87207 14.96243 11.09064
C -6.74626 20.50156 5.96115
C -5.91487 19.25043 6.06334
O -4.86227 18.96435 5.54377
S -6.65660 18.00475 7.18048
C -8.38982 18.23682 7.25314
C -8.95778 18.72220 8.46301
C -10.28264 18.58833 8.70845
C -11.17548 17.95483 7.85614
C -10.65461 17.53058 6.60202
C -9.26818 17.63914 6.35433
C -12.46026 17.53086 8.34578
C -13.34148 17.16517 9.06898
H -6.91614 21.01640 6.92890
H -7.67833 20.20654 5.47329
H -6.23505 21.15158 5.23382
H -8.29259 19.14164 9.23492
H -10.56056 18.82248 9.71712
H -11.19932 16.98804 5.88950
H -8.94045 17.21396 5.39706



74
Properties=species:S:1:pos:R:3 method="wB97M-V/def2-TZVPD" orbital_gap_ev="6.36 / 8.54" relative_energy_kj_mol=24.1 multiplicity=3 s_squared=2.003 e_tot_ha=-5538.40983
Ti -0.09915 0.31916 -0.71586
Cl 0.10741 -2.40729 -2.20454
C -1.16590 -2.55508 -1.00237
C -1.60631 -1.37859 -0.43016
C -2.66612 -1.50308 0.45014
Cl -3.34351 -0.06278 1.17512
C -3.22473 -2.73404 0.79247
Cl -4.53696 -2.84546 1.91824
C -2.70261 -3.90019 0.23425
Cl -3.32288 -5.44095 0.69810
C -1.66463 -3.81276 -0.69067
Cl -1.01848 -5.24634 -1.41236
O 1.48020 -0.85410 0.12860
P 1.65542 -0.63478 1.61655
C 1.72385 1.13627 1.97243
P 2.32638 2.06302 0.52656
O 1.69556 1.70237 -0.78938
C 4.09600 1.74061 0.46539
C 4.62814 1.22102 -0.70859
C 5.98048 0.91210 -0.77406
C 6.79153 1.11405 0.33161
C 6.26132 1.63554 1.50682
C 4.91662 1.95370 1.57235
C 2.06464 3.79640 0.92326
C 1.93589 4.66856 -0.15902
C 1.70052 6.01499 0.06245
C 1.58662 6.49365 1.36239
C 1.70294 5.62803 2.43916
C 1.93927 4.27754 2.22208
C 0.36417 -1.37719 2.59736
C -0.61145 -0.65673 3.27967
C -1.63922 -1.34238 3.91567
C -1.70528 -2.72413 3.85326
C -0.74235 -3.44502 3.15243
C 0.29181 -2.77391 2.52968
C 3.21131 -1.33436 2.16756
C 3.49262 -1.41828 3.53140
C 4.72309 -1.89337 3.95120
C 5.66665 -2.28914 3.00929
C 5.38381 -2.21477 1.65434
C 4.15296 -1.73433 1.22755
H 2.37809 1.31300 2.82943
H 0.72433 1.51956 2.20304
H 3.96980 1.05278 -1.55147
H 6.39908 0.50785 -1.68649
H 7.84424 0.86661 0.28250
H 6.89919 1.79271 2.36663
H 4.50712 2.37112 2.48602
H 1.99918 4.27427 -1.16619
H 1.59907 6.69078 -0.77666
H 1.39638 7.54488 1.53659
H 1.59370 5.99953 3.44931
H 1.99018 3.60626 3.06951
H -0.60616 0.42661 3.30282
H -2.40888 -0.78734 4.43532
H -2.52550 -3.24344 4.33130
H -0.80936 -4.52308 3.08552
H 1.04180 -3.32800 1.97509
H 2.73956 -1.12577 4.25525
H 4.94486 -1.96516 5.00778
H 6.62779 -2.66504 3.33622
H 6.12251 -2.53056 0.92936
H 3.91135 -1.66758 0.17427
O -0.99379 2.62701 2.60664
C -1.21898 2.86006 1.42827
C -1.93445 4.10504 0.91493
C -1.88569 3.96280 -0.60583
C -1.20853 2.62674 -0.77861
O -0.98937 2.02741 -1.84308
N -0.83155 2.06671 0.38603
H -1.43037 4.99461 1.29236
H -2.95024 4.10622 1.31072
H -1.28450 4.73032 -1.09516
H -2.86298 3.95080 -1.08660



- Which value of multiplicity does entry 3 give?
  3